Formula: C24H44F3HgN6O12S
Source: the Open Molecules 2025 dataset
Level of theory: ωB97M-V/def2-TZVPD

```
91
Properties=species:S:1:pos:R:3:mulliken_charge:R:1
Hg -1.51 -2.63 2.83 1.7036
O 0.15 -4.31 2.63 -0.8249
C 1.21 -3.65 3.21 0.0957
C 0.88 -2.73 4.45 -0.0670
O -0.51 -2.61 4.76 -0.9186
H 1.76 -3.11 2.43 -0.1463
H 1.99 -4.35 3.55 0.3871
H 1.22 -1.69 4.37 -0.0889
H 1.47 -3.08 5.30 0.3780
C 1.36 0.16 0.37 0.3244
F 2.30 0.25 -0.57 -0.2168
F 1.86 -0.37 1.51 -0.1098
F 0.93 1.38 0.64 -0.0949
S 0.05 -1.02 -0.12 0.6961
O 0.76 -2.16 -0.65 -0.6330
O -0.80 -1.30 1.02 -0.6154
O -0.64 -0.22 -1.15 -0.3900
C -4.86 1.81 -2.19 -0.0587
O -5.22 2.88 -2.67 -0.6048
N -4.56 1.59 -0.90 0.2662
C -3.50 0.62 -0.63 -0.5210
C -4.99 2.52 0.11 -0.7899
H -4.56 1.03 -2.91 0.3769
H -3.59 0.09 0.32 0.3701
H -2.55 1.12 -0.43 0.2682
H -3.23 -0.05 -1.44 -0.1870
H -6.06 2.74 0.10 0.3133
H -4.81 1.97 1.03 0.3093
H -4.49 3.46 -0.13 0.1866
C 6.07 -0.20 2.40 0.1116
O 6.39 0.81 3.02 -0.6197
N 5.08 -1.03 2.78 0.1826
C 4.71 -2.06 1.78 -0.4597
C 4.35 -0.97 3.99 -0.8736
H 6.65 -0.33 1.48 0.3165
H 4.59 -3.05 2.21 0.3251
H 5.18 -2.05 0.80 0.1223
H 3.72 -1.78 1.42 -0.0251
H 4.53 -1.76 4.72 0.3384
H 4.61 -0.12 4.62 0.3504
H 3.27 -0.87 3.87 0.1886
C -2.60 0.51 3.92 -0.0358
O -2.13 -0.50 3.43 -0.6620
N -1.97 1.71 3.85 0.3130
C -2.60 2.82 4.49 -1.0384
C -0.55 1.88 3.53 -0.7273
H -3.67 0.71 4.08 0.2350
H -2.46 3.72 3.89 0.3055
H -2.29 3.05 5.52 0.3398
H -3.65 2.67 4.75 0.3273
H -0.28 0.95 3.03 0.0096
H -0.35 2.70 2.84 0.2936
H 0.00 2.15 4.44 0.3205
C 4.68 -2.30 -4.44 0.0602
O 4.52 -2.84 -5.53 -0.6063
N 3.92 -2.46 -3.34 0.1713
C 4.41 -1.99 -2.05 -1.1053
C 2.64 -3.16 -3.40 -0.7289
H 5.64 -1.82 -4.22 0.3258
H 4.13 -0.98 -1.76 0.2311
H 5.48 -2.12 -1.85 0.5207
H 4.01 -2.76 -1.38 0.3480
H 1.75 -2.68 -2.99 -0.0217
H 2.39 -3.33 -4.44 0.4218
H 2.70 -4.13 -2.90 0.3518
C -1.91 -3.21 -3.21 0.1059
O -2.16 -4.37 -2.94 -0.6523
N -1.15 -2.79 -4.24 0.1004
C -0.61 -3.81 -5.17 -0.8326
C -0.66 -1.43 -4.39 -0.5080
H -2.28 -2.41 -2.55 0.3909
H -0.64 -3.28 -6.12 0.3591
H -1.26 -4.69 -5.24 0.3065
H 0.35 -4.17 -4.81 0.1739
H 0.37 -1.29 -4.08 0.1614
H -0.83 -1.06 -5.40 0.3847
H -1.29 -0.72 -3.86 0.0071
C -1.54 3.90 -2.66 -0.9167
C -2.23 5.10 -2.75 -0.2866
C -2.59 5.84 -1.62 -0.7467
C -2.35 5.20 -0.41 0.2602
C -1.73 3.98 -0.27 -0.2269
C -1.31 3.31 -1.42 0.0585
N -3.09 5.73 0.76 0.9380
O -3.50 4.97 1.61 -0.5333
O -3.22 6.95 0.85 -0.6160
H -1.15 3.44 -3.56 0.4287
H -2.44 5.52 -3.72 0.3748
H -3.33 6.63 -1.64 0.4104
H -1.46 3.60 0.70 0.3205
H -0.90 2.32 -1.23 0.5230
```

Results
Energy relative to the best compared isomer or geometry (same formula, charge and spin)   0.00 kcal/mol
Maximum force   3.2 eV Å⁻¹
Highest occupied orbital energy   -4.93 eV
Charge   -1
Kohn-Sham gap   0.223 Eh
E_LUMO   1.13 eV


Formula: C24H44F3N3O3S3
Source: the Open Molecules 2025 dataset
Level of theory: ωB97M-V/def2-TZVPD

```
80
Properties=species:S:1:pos:R:3:mulliken_charge:R:1
C -0.41 5.38 2.82 -0.9299
C -0.78 5.65 1.34 0.0717
C 0.41 6.05 0.42 -0.6753
C 1.74 5.29 0.65 -0.8180
C 1.83 3.92 -0.09 -1.1478
C 0.92 2.81 0.49 1.0941
C 1.60 1.93 1.56 -1.1602
C 0.91 0.55 1.79 -0.2196
N -0.55 0.60 1.90 0.7126
C -1.28 0.40 0.63 -1.0963
C -2.22 1.58 0.25 -1.0022
C -2.05 2.14 -1.18 -0.3003
C -1.92 1.07 -2.31 -0.7727
C -3.14 1.01 -3.28 -1.2494
C -4.39 0.36 -2.64 -0.5212
C -4.14 -1.07 -2.09 0.4074
C -5.43 -1.63 -1.38 -1.2899
C -1.06 -0.19 2.96 -0.1329
S -1.27 0.52 4.41 -0.1214
S -1.57 -1.95 2.83 -0.1336
C -0.35 -3.02 3.68 -0.8442
C 0.58 -3.78 2.66 -0.7853
C 1.36 -2.72 1.85 0.7413
C 2.52 -3.29 1.04 -0.3882
N 3.22 -4.40 1.19 -0.0033
C 4.13 -4.42 0.11 -0.5348
C 3.95 -3.32 -0.63 -0.4711
N 2.92 -2.59 -0.01 0.1326
H 0.06 6.24 3.31 0.3434
H 0.31 4.53 2.83 0.0383
H -1.30 5.00 3.36 0.3637
H -1.34 4.79 0.94 -0.2361
H -1.52 6.48 1.35 0.4746
H 0.09 5.81 -0.62 0.2639
H 0.56 7.15 0.42 0.3714
H 2.54 5.92 0.22 0.3550
H 2.01 5.15 1.71 0.3678
H 1.65 4.06 -1.17 0.3669
H 2.88 3.57 0.02 0.4245
H 0.66 2.14 -0.35 0.0627
H -0.03 3.17 0.90 -0.5112
H 2.63 1.72 1.19 0.3714
H 1.74 2.45 2.52 0.2206
H 1.31 0.16 2.74 0.8105
H 1.27 -0.14 0.99 -0.4261
H -1.87 -0.54 0.58 0.5041
H -0.52 0.32 -0.17 0.3362
H -3.28 1.26 0.35 0.4842
H -2.11 2.43 0.95 0.3539
H -1.22 2.86 -1.30 0.0283
H -2.97 2.72 -1.41 0.6185
H -1.73 0.05 -1.96 0.4092
H -1.05 1.35 -2.93 0.3809
H -2.82 0.37 -4.13 0.4187
H -3.32 2.02 -3.68 0.3438
H -4.76 1.03 -1.84 0.3047
H -5.14 0.25 -3.45 0.3748
H -3.76 -1.75 -2.87 0.3845
H -3.36 -1.04 -1.29 -0.4824
H -5.12 -2.23 -0.50 0.3381
H -6.02 -0.76 -1.05 0.3462
H -5.96 -2.27 -2.10 0.3373
H 0.23 -2.52 4.47 0.4404
H -0.94 -3.81 4.18 0.4336
H -0.10 -4.36 2.02 0.3205
H 1.26 -4.43 3.24 0.3924
H 1.71 -1.95 2.57 0.1311
H 0.66 -2.29 1.12 0.0941
H 3.07 -5.08 1.92 0.2274
H 4.83 -5.22 -0.09 0.4573
H 4.48 -3.04 -1.54 0.5806
H 2.56 -1.70 -0.34 0.2002
C 2.66 -5.82 -3.73 0.6143
F 2.19 -5.95 -2.47 -0.2383
F 2.09 -6.78 -4.46 -0.2373
F 2.19 -4.64 -4.20 -0.2424
S 4.51 -5.89 -3.79 1.0801
O 4.83 -7.20 -3.25 -0.6653
O 4.92 -4.79 -2.94 -0.6394
O 4.83 -5.73 -5.18 -0.6540
```

Results
Maximum force   3.5 eV Å⁻¹
Highest occupied orbital energy   -8.34 eV
Kohn-Sham gap   0.255 Eh
E_LUMO   -1.39 eV


Formula: C24H44F6NiO12S4
Source: the Open Molecules 2025 dataset
Level of theory: ωB97M-V/def2-TZVPD

```
91
Properties=species:S:1:pos:R:3:lowdin_spin:R:1
Ni 0.18 -0.41 0.08 1.8398
C 0.19 1.04 3.11 0.0062
O -0.13 2.38 2.72 -0.0001
O 0.10 0.25 2.05 0.0224
C 1.57 1.16 3.80 0.0002
F 2.57 1.58 3.03 -0.0001
F 1.48 1.97 4.86 0.0004
F 1.96 -0.05 4.28 0.0000
C -0.86 3.19 3.66 0.0000
C -1.51 4.29 2.89 0.0000
H -2.15 4.97 3.45 0.0000
H -0.76 5.00 2.51 0.0000
H -2.01 3.97 1.97 0.0000
H -0.18 3.55 4.44 0.0000
H -1.60 2.52 4.11 0.0000
H -0.47 0.67 3.92 0.0005
C -2.78 0.45 -1.19 0.0062
O -2.91 -0.18 -2.47 0.0002
O -1.56 0.28 -0.71 0.0222
C -3.23 1.92 -1.24 0.0009
F -4.56 2.00 -1.42 0.0006
F -3.04 2.50 -0.03 -0.0001
F -2.60 2.66 -2.14 0.0000
C -4.08 -0.90 -2.75 0.0001
C -3.91 -1.72 -4.01 0.0000
H -3.98 -1.05 -4.88 0.0000
H -2.93 -2.20 -4.01 0.0000
H -4.71 -2.45 -4.13 0.0000
H -4.90 -0.18 -2.87 0.0000
H -4.42 -1.55 -1.93 0.0000
H -3.49 -0.10 -0.54 -0.0002
C 1.33 4.85 -0.14 0.0000
C 2.52 4.21 0.60 0.0003
C 3.15 3.20 -0.36 0.0026
S 1.70 2.41 -1.14 0.0038
O 1.36 1.16 -0.49 0.0191
O 1.87 2.48 -2.59 0.0011
C 0.49 3.68 -0.65 -0.0005
H 1.73 5.36 -1.03 0.0000
H 0.78 5.57 0.45 0.0000
H 2.18 3.82 1.56 0.0000
H 3.33 4.90 0.84 0.0001
H 3.81 2.51 0.16 0.0000
H 3.69 3.72 -1.15 0.0002
H -0.06 3.20 0.16 -0.0001
H -0.08 3.90 -1.54 0.0000
C -3.93 -3.00 0.88 0.0000
C -3.38 -2.04 1.96 0.0000
C -2.13 -2.73 2.50 -0.0003
S -1.31 -3.35 0.98 0.0033
O -0.93 -4.72 1.13 0.0047
O -0.36 -2.35 0.53 0.0167
C -2.77 -3.22 -0.09 -0.0001
H -4.75 -2.54 0.34 0.0000
H -4.31 -3.92 1.32 0.0000
H -4.13 -1.77 2.70 0.0000
H -3.08 -1.10 1.48 -0.0001
H -2.39 -3.63 3.04 0.0000
H -1.33 -2.15 2.96 -0.0001
H -2.80 -4.05 -0.80 0.0000
H -2.56 -2.30 -0.65 -0.0001
C 2.85 -3.22 3.12 0.0000
C 4.22 -2.49 3.25 0.0003
C 4.14 -1.32 2.27 0.0010
S 3.28 -1.97 0.78 0.0025
O 4.15 -2.33 -0.31 0.0018
O 2.12 -1.15 0.52 0.0171
C 2.70 -3.46 1.63 -0.0002
H 2.07 -2.59 3.54 0.0000
H 2.85 -4.19 3.60 0.0000
H 5.08 -3.15 3.07 0.0000
H 4.42 -2.20 4.28 0.0001
H 5.10 -0.90 1.96 0.0000
H 3.46 -0.58 2.69 0.0000
H 3.30 -4.32 1.33 0.0000
H 1.72 -3.68 1.21 0.0000
C 2.23 -0.29 -4.48 0.0001
C 0.94 0.26 -5.07 0.0000
C -0.26 -0.10 -4.15 -0.0003
S 0.37 -1.47 -3.13 0.0040
O -0.49 -2.63 -3.31 -0.0001
O 0.75 -1.00 -1.81 0.0205
C 1.92 -1.70 -4.02 0.0029
H 2.56 0.33 -3.65 0.0000
H 3.03 -0.25 -5.22 0.0000
H 0.81 -0.26 -6.02 0.0000
H 0.96 1.33 -5.23 0.0000
H -1.06 -0.53 -4.75 0.0000
H -0.62 0.67 -3.49 0.0000
H 1.72 -2.42 -4.82 0.0004
H 2.69 -2.03 -3.33 0.0000
```

Results
Energy relative to the best compared isomer or geometry (same formula, charge and spin)   0.00 kcal/mol
Maximum force   2.3 eV Å⁻¹
Highest occupied orbital energy (alpha / beta)   -8.26 / -8.21 eV
Kohn-Sham gap (alpha / beta)   0.322 / 0.320 Eh
2S+1   3
E_LUMO (alpha / beta)   0.50 / 0.49 eV


Which value of maximum force does entry 1 give?
3.2 eV Å⁻¹


What is the formula in the first record?
C24H44F3HgN6O12S


Which of these has the highest maximum force?
C24H44F3N3O3S3